# C6H38O14Y

A molecular structure, C6H38O14Y in a non-equilibrium geometry (ωB97M-V/def2-TZVPD, the Open Molecules 2025 dataset).

Positions of all 59 atoms, in Å:
Y 30.882 -26.840 10.851
C 28.964 -29.909 11.630
C 28.014 -28.842 11.054
C 26.870 -28.610 12.038
O 28.673 -27.644 10.715
H 29.476 -30.377 10.782
H 28.354 -30.666 12.124
H 29.769 -29.596 12.297
H 27.549 -29.291 10.168
H 26.288 -29.496 12.274
H 26.206 -27.867 11.575
H 27.145 -28.104 12.972
C 33.951 -28.110 13.844
C 32.828 -28.898 13.164
C 31.758 -29.282 14.201
O 32.407 -28.314 11.978
H 34.533 -28.734 14.529
H 33.593 -27.282 14.467
H 34.697 -27.691 13.166
H 33.279 -29.853 12.854
H 32.250 -29.750 15.053
H 31.055 -30.032 13.834
H 31.231 -28.357 14.452
O 29.991 -26.386 13.150
H 29.296 -26.761 13.731
H 30.367 -25.658 13.662
O 23.978 -30.193 11.429
H 24.264 -29.485 10.822
H 23.826 -29.756 12.279
O 28.220 -27.399 7.811
H 28.123 -27.400 8.782
H 27.842 -26.559 7.523
O 29.613 -24.914 10.800
H 28.617 -24.921 10.912
H 29.876 -23.986 10.892
O 24.539 -28.529 9.234
H 24.390 -28.711 8.298
H 25.268 -27.900 9.249
O 24.869 -29.912 14.305
H 25.345 -30.737 14.455
H 25.503 -29.224 14.530
O 29.142 -30.288 7.850
H 28.301 -30.364 7.384
H 28.927 -30.568 8.751
O 28.063 -26.474 15.096
H 27.125 -26.272 14.986
H 28.169 -26.660 16.037
O 26.984 -25.130 11.344
H 26.387 -25.063 10.588
H 27.098 -26.086 11.493
O 28.004 -30.411 15.550
H 27.959 -29.761 16.260
H 28.600 -30.024 14.898
O 31.128 -28.762 9.277
H 30.380 -29.229 8.846
H 31.845 -28.799 8.628
O 26.223 -32.932 11.861
H 26.147 -32.753 12.804
H 27.148 -33.173 11.732

Calculated values
Max |F| (eV/Å): 5.3
M (g mol⁻¹): 423.3
Energy relative to the best compared isomer or geometry (same formula, charge and spin) (kcal/mol): 32.5
HOMO-LUMO gap (eV): 7.20
Charge: +1

Which charges does Löwdin predict for the atoms? In e, they are: number 1, Y, carries 1.818; number 2, C, carries -0.031; number 3, C, carries -0.529; number 4, C, carries -0.057; number 5, O, carries -0.375; number 6, H, carries 0.064; number 7, H, carries 0.077; number 8, H, carries 0.048; number 9, H, carries 0.124; number 10, H, carries 0.062; number 11, H, carries 0.067; number 12, H, carries 0.069; number 13, C, carries -0.075; number 14, C, carries -0.592; number 15, C, carries -0.065; number 16, O, carries -0.375; number 17, H, carries 0.078; number 18, H, carries 0.070; number 19, H, carries 0.071; number 20, H, carries 0.129; number 21, H, carries 0.085; number 22, H, carries 0.055; number 23, H, carries 0.060; number 24, O, carries -0.117; number 25, H, carries 0.036; number 26, H, carries 0.083; number 27, O, carries -0.079; number 28, H, carries -0.020; number 29, H, carries 0.011; number 30, O, carries -0.069; number 31, H, carries -0.015; number 32, H, carries 0.039; number 33, O, carries -0.147; number 34, H, carries 0.040; number 35, H, carries 0.100; number 36, O, carries -0.034; number 37, H, carries 0.068; number 38, H, carries 0.030; number 39, O, carries -0.044; number 40, H, carries 0.042; number 41, H, carries 0.019; number 42, O, carries -0.038; number 43, H, carries 0.070; number 44, H, carries 0.030; number 45, O, carries -0.037; number 46, H, carries 0.071; number 47, H, carries 0.072; number 48, O, carries -0.027; number 49, H, carries 0.080; number 50, H, carries 0.022; number 51, O, carries -0.043; number 52, H, carries 0.039; number 53, H, carries 0.015; number 54, O, carries -0.101; number 55, H, carries 0.032; number 56, H, carries 0.092; number 57, O, carries -0.051; number 58, H, carries 0.026; number 59, H, carries 0.029